DFT (ωB97M-V with the def2-TZVPD basis set) results for a 9-piece molecular cluster, C17H52O15 overall.

Last column: Löwdin charge in e.
Cartesian coordinates (Å):
C 5.12 1.79 -0.03  -0.10
O 4.06 0.83 0.16  -0.15
H 6.07 1.37 -0.37  0.09
H 4.70 2.40 -0.83  0.08
H 5.27 2.41 0.85  0.09
H 4.17 0.44 1.03  0.09
C 2.31 4.48 1.77  -0.24
C 0.98 3.67 1.90  -0.23
O 0.49 3.77 3.25  -0.06
O 2.22 5.86 1.55  -0.04
H 2.77 4.09 0.86  0.09
H 2.99 4.14 2.55  0.13
H 1.23 2.62 1.75  0.09
H 0.23 3.93 1.15  0.11
H -0.21 3.12 3.31  0.03
H 1.50 6.03 0.94  0.09
C -2.56 -3.21 -1.80  -0.23
C -1.45 -4.26 -2.02  -0.19
O -0.20 -3.69 -2.45  -0.10
O -3.06 -2.66 -3.01  -0.06
H -2.19 -2.41 -1.16  0.09
H -3.40 -3.66 -1.27  0.12
H -1.80 -5.00 -2.74  0.13
H -1.23 -4.84 -1.12  0.12
H 0.36 -3.65 -1.68  0.01
H -2.32 -2.39 -3.57  0.08
C -2.41 1.40 3.39  -0.24
C -2.00 1.70 4.81  -0.17
O -0.88 0.88 5.17  -0.07
O -1.81 2.24 2.49  -0.07
H -3.47 1.52 3.14  0.13
H -2.20 0.37 3.09  0.11
H -2.87 1.50 5.43  0.13
H -1.72 2.74 4.99  0.13
H -0.54 1.18 6.02  0.11
H -2.09 2.04 1.60  0.05
C -4.36 0.19 -1.57  -0.22
C -4.16 0.82 -0.13  -0.22
O -3.48 2.03 -0.17  -0.08
O -5.38 0.83 -2.32  -0.04
H -4.74 -0.84 -1.50  0.11
H -3.48 0.00 -2.19  0.10
H -3.56 0.17 0.50  0.10
H -5.09 1.00 0.41  0.13
H -3.88 2.66 -0.77  0.10
H -5.08 1.71 -2.55  0.08
C -0.53 -2.38 4.61  -0.23
C 0.14 -1.96 3.33  -0.23
O -0.55 -2.57 2.24  -0.08
O -1.79 -1.81 4.97  -0.07
H 0.04 -1.96 5.44  0.12
H -0.60 -3.46 4.68  0.13
H 1.18 -2.28 3.36  0.13
H 0.08 -0.88 3.24  0.10
H -1.46 -2.26 2.22  0.09
H -1.60 -0.87 4.93  0.02
C 2.46 -2.89 -0.09  -0.18
C 2.93 -3.37 -1.47  -0.22
O 2.50 -2.61 -2.60  -0.05
O 1.02 -2.97 -0.16  -0.10
H 2.84 -1.89 0.13  0.10
H 2.84 -3.56 0.69  0.13
H 2.66 -4.41 -1.61  0.13
H 4.01 -3.48 -1.49  0.13
H 1.54 -2.72 -2.64  0.03
H 0.62 -2.59 0.63  0.05
C 1.45 0.88 -5.00  -0.11
C 1.79 1.19 -6.46  -0.30
O 0.90 0.47 -7.29  -0.06
H 1.58 -0.17 -4.72  0.07
H 0.46 1.22 -4.71  0.07
H 2.03 1.49 -4.31  0.06
H 2.86 0.99 -6.53  0.11
H 1.69 2.27 -6.62  0.12
H 0.98 -0.48 -7.17  0.09
C -0.01 0.42 -0.05  -0.02
C 0.67 0.27 -1.39  -0.14
O 1.75 1.21 -1.45  0.27
H -0.59 1.32 0.14  0.08
H 0.61 0.16 0.81  0.09
H -0.79 -0.32 0.15  0.09
H -0.06 0.56 -2.14  0.14
H 1.04 -0.74 -1.58  0.13
H 2.50 0.87 -0.94  0.09

ΔE to the lowest compared entry with this formula, charge and spin: 29.1 kJ/mol
electronic energy: -49170.084 eV
2S+1: 2
lowest unoccupied orbital energy (alpha / beta): -2.64 / -9.31 eV
frontier orbital gap (alpha / beta): 9.8 / 3.1 eV
charge: +1
HOMO (alpha / beta): -12.41 / -12.39 eV

=====

DFT (ωB97M-V with the def2-TZVPD basis set) results for a 9-piece molecular cluster, C17H52O17S4 overall.

Last column: Löwdin charge in e.
Cartesian coordinates (Å):
O -16.77 -14.23 3.77  -0.26
S -17.19 -15.07 2.71  0.50
O -18.03 -16.17 2.96  -0.25
O -17.95 -14.22 1.67  -0.26
C -18.70 -14.97 0.67  -0.21
C -18.87 -13.91 -0.42  -0.04
C -15.75 -15.50 1.81  -0.09
H -19.62 -15.17 1.17  0.11
H -18.18 -15.89 0.41  0.12
H -19.59 -13.20 -0.12  0.07
H -19.31 -14.26 -1.35  0.09
H -17.98 -13.44 -0.66  0.06
H -16.11 -16.13 1.00  0.07
H -15.10 -16.06 2.47  0.04
H -15.32 -14.57 1.47  0.08
O -16.14 -15.46 10.04  -0.26
S -16.32 -14.79 8.81  0.57
O -15.33 -13.89 8.25  -0.31
O -16.63 -15.91 7.78  -0.24
C -16.57 -15.67 6.35  -0.25
C -16.02 -16.88 5.68  -0.06
C -17.76 -13.72 8.88  -0.12
H -15.95 -14.86 6.13  0.05
H -17.61 -15.50 6.05  0.13
H -16.16 -16.92 4.54  0.08
H -16.44 -17.86 5.99  0.10
H -14.92 -17.02 5.92  0.08
H -17.68 -12.94 9.65  0.08
H -18.68 -14.27 9.04  0.06
H -17.80 -13.19 7.89  0.09
O -12.17 -11.75 5.77  -0.26
S -12.42 -12.89 4.94  0.63
O -12.15 -12.79 3.54  -0.28
O -11.49 -14.17 5.43  -0.26
C -10.94 -14.17 6.73  -0.29
C -11.97 -14.61 7.83  -0.04
C -14.03 -13.53 5.22  -0.12
H -10.43 -13.20 6.98  0.12
H -10.06 -14.81 6.71  0.12
H -12.81 -13.96 7.71  0.03
H -11.37 -14.39 8.79  0.12
H -12.26 -15.69 7.67  0.07
H -14.34 -13.49 6.26  0.04
H -14.07 -14.53 4.92  0.04
H -14.77 -12.93 4.57  0.11
O -11.63 -19.12 6.99  -0.27
S -10.86 -18.86 8.16  0.56
O -10.16 -17.63 8.40  -0.27
O -11.78 -19.14 9.41  -0.27
C -12.78 -18.12 9.68  -0.21
C -13.95 -18.28 8.69  -0.06
C -9.77 -20.22 8.50  -0.13
H -12.35 -17.11 9.57  0.10
H -13.03 -18.18 10.77  0.13
H -14.84 -17.82 9.08  0.06
H -14.19 -19.33 8.55  0.09
H -13.65 -17.72 7.83  0.04
H -10.23 -21.19 8.55  0.07
H -9.16 -20.12 9.42  0.09
H -9.11 -20.26 7.61  0.08
C -11.70 -14.26 0.55  -0.13
O -11.63 -15.12 1.68  -0.14
H -11.72 -14.83 -0.38  0.08
H -12.66 -13.69 0.55  0.09
H -10.82 -13.59 0.54  0.09
H -11.69 -14.64 2.49  0.04
C -8.45 -19.27 3.35  -0.10
O -8.51 -18.96 1.92  -0.15
H -9.49 -19.33 3.74  0.08
H -8.02 -20.31 3.43  0.10
H -7.81 -18.53 3.77  0.06
H -9.35 -18.52 1.82  0.02
C -5.33 -18.29 0.56  -0.18
O -6.41 -19.03 0.05  -0.11
H -4.88 -17.67 -0.19  0.06
H -5.60 -17.67 1.39  0.07
H -4.54 -18.92 0.85  0.06
H -7.24 -18.85 0.49  0.02
C -11.91 -18.53 0.18  -0.14
O -11.17 -17.90 1.20  -0.14
H -12.54 -19.36 0.66  0.11
H -12.68 -17.98 -0.22  0.04
H -11.26 -18.92 -0.60  0.09
H -11.09 -16.93 1.09  0.06
C -12.54 -17.75 4.34  -0.14
O -13.43 -16.97 3.56  -0.15
H -12.89 -18.81 4.42  0.09
H -11.50 -17.74 3.99  0.08
H -12.57 -17.34 5.37  0.06
H -13.09 -16.66 2.74  0.02

ΔE to the lowest compared entry with this formula, charge and spin: 0.0 kJ/mol
electronic energy: -96615.931 eV
SMILES: CCOS(C)(=O)=O.CCOS(C)(=O)=O.CCOS(C)(=O)=O.CCOS(C)(=O)=O.CO.CO.CO.CO.CO
2S+1: 1
lowest unoccupied orbital energy: 0.20 eV
frontier orbital gap: 9.6 eV
HOMO: -9.38 eV

=====

Q: The highest ΔE to the lowest compared entry with this formula, charge and spin belongs to which entry?
A: C17H52O15

=====

Q: Among the records above, which one has the highest electronic energy?
A: C17H52O15

=====

Q: Among the records above, which one has the highest 2S+1?
A: C17H52O15